#1
Entry from the OMol25 dataset: a molecular structure, C24H51AsN6OSSnTe (ωB97M-V/def2-TZVPD).

Output
spin multiplicity: 1
total charge: +2
HOMO-LUMO gap: 7.17 eV

Last column: Löwdin charge in e.
Atoms and positions in Å:
Sn (-0.610, -0.419, 1.883)  0.97
C (-3.782, -1.182, 0.693)  -0.21
C (-3.067, -2.441, 0.136)  -0.19
N (-1.769, -2.738, 0.768)  -0.12
C (-1.804, -3.857, 1.729)  -0.19
C (-1.077, -3.536, 3.035)  -0.20
N (-1.352, -2.185, 3.552)  -0.15
C (-2.696, -1.975, 4.130)  -0.17
C (-3.807, -1.796, 3.089)  -0.19
N (-3.398, -0.840, 2.061)  -0.15
H (-3.516, -0.323, 0.070)  0.09
H (-4.863, -1.335, 0.595)  0.13
H (-3.731, -3.303, 0.231)  0.12
H (-2.918, -2.275, -0.932)  0.11
H (-1.098, -2.977, 0.049)  0.10
H (-2.839, -4.112, 1.943)  0.10
H (-1.343, -4.753, 1.307)  0.13
H (-1.344, -4.305, 3.769)  0.13
H (-0.001, -3.582, 2.859)  0.08
H (-0.692, -2.035, 4.310)  0.09
H (-2.970, -2.803, 4.793)  0.13
H (-2.636, -1.059, 4.721)  0.13
H (-4.042, -2.744, 2.612)  0.10
H (-4.709, -1.469, 3.612)  0.13
H (-3.790, 0.070, 2.278)  0.12
C (0.015, 2.053, 3.883)  -0.23
O (0.448, 0.828, 3.332)  -0.73
H (0.300, 2.115, 4.939)  0.08
H (-1.074, 2.163, 3.818)  0.07
H (0.472, 2.898, 3.357)  0.07
C (0.642, -2.138, -3.261)  -0.07
N (1.587, -1.075, -3.579)  -0.16
C (2.047, -1.066, -4.962)  -0.03
C (2.207, -0.349, -2.619)  -0.42
N (1.507, 0.286, -1.670)  -0.18
N (3.535, -0.212, -2.644)  -0.12
C (4.410, -1.240, -3.202)  -0.01
C (4.197, 0.827, -1.863)  -0.02
H (1.044, -3.089, -3.622)  0.10
H (-0.325, -1.972, -3.736)  0.08
H (0.511, -2.211, -2.185)  0.06
H (1.185, -0.880, -5.606)  0.10
H (2.491, -2.018, -5.259)  0.10
H (2.763, -0.265, -5.123)  0.10
H (2.044, 0.579, -0.864)  0.05
H (3.853, -2.144, -3.426)  0.09
H (5.167, -1.488, -2.458)  0.10
H (4.916, -0.893, -4.103)  0.11
H (3.705, 1.788, -2.015)  0.10
H (5.225, 0.913, -2.201)  0.10
H (4.208, 0.585, -0.796)  0.10
C (4.176, -1.600, 4.053)  -0.27
As (2.605, -0.504, 3.754)  0.78
C (1.698, -0.689, 5.449)  -0.21
C (3.427, 1.226, 3.544)  -0.21
S (1.804, -1.431, 1.972)  0.12
H (4.690, -1.238, 4.944)  0.05
H (4.852, -1.531, 3.203)  0.04
H (3.909, -2.645, 4.200)  0.04
H (2.319, -0.177, 6.184)  0.06
H (1.634, -1.745, 5.707)  0.05
H (0.714, -0.234, 5.430)  0.02
H (3.855, 1.493, 4.511)  0.06
H (2.707, 1.977, 3.239)  0.02
H (4.227, 1.142, 2.811)  0.04
C (-3.139, 5.603, -4.315)  -0.03
C (-2.395, 4.436, -3.739)  -0.24
C (-2.540, 3.155, -4.262)  0.00
C (-1.894, 2.059, -3.710)  -0.32
C (-2.082, 0.708, -4.353)  -0.09
C (-1.079, 2.264, -2.583)  -0.41
Te (-0.550, 0.538, -1.444)  1.39
C (-0.865, 3.552, -2.071)  -0.31
C (0.091, 3.831, -0.945)  -0.07
C (-1.526, 4.616, -2.668)  0.00
H (-3.931, 5.279, -4.987)  0.08
H (-2.458, 6.248, -4.872)  0.10
H (-3.578, 6.202, -3.518)  0.09
H (-3.187, 3.005, -5.118)  0.12
H (-2.612, 0.809, -5.298)  0.09
H (-2.662, 0.037, -3.718)  0.07
H (-1.111, 0.250, -4.550)  0.05
H (0.125, 3.011, -0.226)  0.02
H (-0.183, 4.742, -0.416)  0.09
H (1.097, 3.972, -1.349)  0.09
H (-1.368, 5.616, -2.282)  0.13



#2
Entry from the OMol25 dataset: a molecular structure, C24H51AsN6OSSnTe (ωB97M-V/def2-TZVPD).

Output
spin multiplicity: 1
total charge: +2
HOMO-LUMO gap: 7.35 eV

Last column: Löwdin charge in e.
Atoms and positions in Å:
Sn (-0.395, -0.051, -0.195)  1.16
C (-3.301, -1.186, 0.996)  -0.19
C (-2.287, -1.937, 1.899)  -0.19
N (-1.012, -1.240, 2.062)  -0.15
C (-0.937, -0.380, 3.248)  -0.18
C (-0.229, 0.947, 2.951)  -0.17
N (-0.646, 1.562, 1.689)  -0.15
C (-1.967, 2.189, 1.699)  -0.18
C (-3.115, 1.184, 1.624)  -0.17
N (-2.868, 0.156, 0.610)  -0.14
H (-3.407, -1.759, 0.074)  0.10
H (-4.279, -1.151, 1.488)  0.13
H (-2.743, -2.144, 2.874)  0.13
H (-2.076, -2.892, 1.416)  0.10
H (-0.293, -1.954, 2.148)  0.09
H (-1.944, -0.184, 3.614)  0.11
H (-0.388, -0.866, 4.063)  0.14
H (-0.398, 1.632, 3.791)  0.14
H (0.845, 0.759, 2.870)  0.11
H (0.027, 2.299, 1.495)  0.12
H (-2.103, 2.809, 2.593)  0.14
H (-2.028, 2.833, 0.820)  0.11
H (-3.256, 0.705, 2.588)  0.11
H (-4.028, 1.746, 1.408)  0.14
H (-3.383, 0.408, -0.226)  0.11
C (2.775, 1.100, -1.621)  -0.24
O (2.137, 0.846, -0.391)  -0.80
H (3.857, 1.177, -1.497)  0.07
H (2.397, 2.051, -1.997)  0.08
H (2.560, 0.317, -2.351)  0.08
C (-1.852, 0.061, -3.418)  -0.10
N (-2.212, 1.455, -3.401)  -0.17
C (-3.633, 1.687, -3.586)  -0.04
C (-1.475, 2.322, -2.643)  -0.44
N (-0.712, 1.859, -1.678)  0.01
N (-1.544, 3.632, -2.956)  -0.14
C (-1.958, 4.123, -4.256)  -0.03
C (-0.930, 4.639, -2.116)  -0.04
H (-2.244, -0.373, -4.338)  0.10
H (-2.263, -0.494, -2.557)  0.05
H (-0.766, -0.044, -3.405)  0.08
H (-4.200, 0.960, -2.996)  0.09
H (-3.906, 1.571, -4.635)  0.10
H (-3.910, 2.682, -3.254)  0.09
H (-0.035, 2.549, -1.364)  0.03
H (-2.036, 3.305, -4.966)  0.09
H (-1.203, 4.824, -4.616)  0.10
H (-2.914, 4.647, -4.196)  0.10
H (-1.044, 4.390, -1.062)  0.08
H (-1.430, 5.589, -2.294)  0.10
H (0.132, 4.759, -2.351)  0.11
C (-0.526, -3.733, -4.675)  -0.23
As (-1.309, -4.139, -2.938)  0.67
C (-3.246, -3.975, -3.128)  -0.24
C (-0.984, -6.021, -2.598)  -0.25
S (-0.558, -2.971, -1.361)  -0.01
H (-1.021, -4.332, -5.436)  0.04
H (0.535, -3.987, -4.658)  0.05
H (-0.631, -2.674, -4.917)  0.03
H (-3.581, -4.675, -3.891)  0.04
H (-3.526, -2.959, -3.411)  0.03
H (-3.727, -4.228, -2.180)  0.04
H (-1.393, -6.607, -3.421)  0.04
H (-1.468, -6.316, -1.664)  0.04
H (0.088, -6.210, -2.513)  0.04
C (6.036, 0.524, 5.898)  -0.03
C (5.182, 0.303, 4.693)  -0.25
C (5.214, 1.180, 3.619)  0.01
C (4.485, 0.942, 2.461)  -0.30
C (4.593, 1.888, 1.311)  -0.05
C (3.689, -0.202, 2.388)  -0.40
Te (2.717, -0.875, 0.580)  1.43
C (3.647, -1.110, 3.451)  -0.33
C (2.919, -2.416, 3.373)  -0.09
C (4.388, -0.831, 4.590)  0.00
H (6.391, 1.550, 5.943)  0.08
H (6.904, -0.134, 5.852)  0.10
H (5.496, 0.295, 6.813)  0.09
H (5.841, 2.057, 3.672)  0.13
H (5.523, 2.446, 1.351)  0.09
H (3.769, 2.600, 1.304)  0.09
H (4.571, 1.323, 0.382)  0.03
H (1.970, -2.335, 2.838)  0.01
H (2.730, -2.811, 4.368)  0.09
H (3.534, -3.144, 2.844)  0.09
H (4.372, -1.538, 5.406)  0.13



Which structure is the least stable? The one labeled #1.



#1
Entry from the OMol25 dataset: C21H25N3O5 in the gas phase (ωB97M-V/def2-TZVPD).

Output
spin multiplicity: 1
HOMO-LUMO gap: 9.33 eV

Last column: Löwdin charge in e.
Atoms and positions in Å:
C (-3.386, -0.229, -1.440)  -0.03
C (-2.224, -0.170, -0.490)  -0.20
C (-0.954, 0.146, -0.946)  0.04
C (0.098, 0.184, -0.051)  -0.19
C (1.472, 0.548, -0.544)  -0.44
O (1.678, 0.812, -1.722)  0.06
N (2.420, 0.561, 0.406)  0.09
C (3.773, 0.988, 0.149)  -0.12
C (3.843, 2.481, -0.148)  -0.24
C (5.264, 3.048, -0.218)  -0.33
C (6.176, 2.251, -1.141)  -0.06
C (5.191, 4.509, -0.674)  -0.16
C (4.200, 5.347, 0.133)  -0.16
C (2.849, 4.650, 0.192)  -0.14
N (3.029, 3.312, 0.750)  0.00
C (3.026, 3.119, 2.099)  -0.41
O (3.717, 2.288, 2.672)  0.08
C (2.078, 3.966, 2.880)  -0.12
C (0.715, 4.192, 2.482)  -0.01
C (-0.117, 4.909, 3.255)  0.03
C (0.340, 5.489, 4.505)  -0.45
O (-0.295, 6.164, 5.260)  0.12
O (1.664, 5.213, 4.838)  0.10
C (2.464, 4.478, 4.056)  -0.02
N (-0.043, -0.059, 1.247)  0.12
C (-1.258, -0.358, 1.687)  -0.06
C (-2.379, -0.426, 0.870)  -0.14
C (-3.716, -0.788, 1.442)  -0.21
O (-3.688, -0.600, 2.847)  -0.06
H (-4.079, 0.595, -1.257)  0.09
H (-3.047, -0.168, -2.472)  0.08
H (-3.944, -1.160, -1.324)  0.09
H (-0.769, 0.359, -1.990)  0.12
H (2.125, 0.363, 1.351)  0.13
H (4.377, 0.722, 1.008)  0.12
H (4.163, 0.453, -0.719)  0.13
H (3.379, 2.603, -1.132)  0.15
H (5.674, 3.017, 0.799)  0.15
H (5.745, 2.168, -2.142)  0.09
H (7.146, 2.742, -1.233)  0.08
H (6.357, 1.243, -0.767)  0.08
H (6.188, 4.953, -0.632)  0.12
H (4.891, 4.531, -1.729)  0.12
H (4.572, 5.498, 1.152)  0.12
H (4.091, 6.340, -0.311)  0.12
H (2.108, 5.221, 0.745)  0.11
H (2.447, 4.530, -0.819)  0.13
H (0.356, 3.750, 1.560)  0.13
H (-1.148, 5.071, 2.982)  0.12
H (3.447, 4.343, 4.484)  0.15
H (-1.349, -0.543, 2.749)  0.12
H (-4.495, -0.171, 0.981)  0.12
H (-3.935, -1.837, 1.198)  0.13
H (-4.557, -0.809, 3.201)  0.09



#2
Entry from the OMol25 dataset: C21H25N3O5 in the gas phase (ωB97M-V/def2-TZVPD).

Output
spin multiplicity: 1
HOMO-LUMO gap: 9.37 eV

Last column: Löwdin charge in e.
Atoms and positions in Å:
C (-5.506, -0.535, -2.496)  -0.03
C (-4.259, -0.468, -1.652)  -0.20
C (-3.042, -0.140, -2.230)  0.04
C (-1.907, -0.080, -1.435)  -0.19
C (-0.572, 0.238, -2.044)  -0.45
O (-0.373, 1.291, -2.631)  0.07
N (0.381, -0.681, -1.815)  0.09
C (1.783, -0.445, -2.065)  -0.12
C (2.321, 0.628, -1.127)  -0.24
C (3.850, 0.779, -1.134)  -0.32
C (4.430, 0.962, -2.535)  -0.06
C (4.247, 1.957, -0.232)  -0.16
C (3.605, 1.891, 1.157)  -0.16
C (2.100, 1.667, 1.038)  -0.13
N (1.881, 0.453, 0.251)  0.00
C (1.875, -0.775, 0.833)  -0.42
O (2.267, -1.786, 0.257)  0.07
C (1.270, -0.871, 2.177)  -0.12
C (-0.002, -0.264, 2.493)  -0.01
C (-0.549, -0.409, 3.712)  0.03
C (0.131, -1.173, 4.744)  -0.46
O (-0.239, -1.361, 5.865)  0.12
O (1.332, -1.747, 4.368)  0.10
C (1.854, -1.601, 3.138)  -0.01
N (-1.916, -0.362, -0.131)  0.12
C (-3.090, -0.668, 0.418)  -0.06
C (-4.285, -0.735, -0.286)  -0.14
C (-5.566, -1.104, 0.405)  -0.21
O (-5.403, -1.045, 1.810)  -0.05
H (-6.195, 0.267, -2.224)  0.09
H (-5.274, -0.447, -3.555)  0.08
H (-6.025, -1.484, -2.346)  0.09
H (-2.972, 0.085, -3.286)  0.13
H (0.146, -1.441, -1.194)  0.14
H (2.316, -1.385, -1.942)  0.12
H (1.927, -0.127, -3.097)  0.13
H (1.877, 1.569, -1.463)  0.15
H (4.265, -0.137, -0.701)  0.15
H (3.978, 1.818, -3.043)  0.09
H (5.507, 1.133, -2.488)  0.08
H (4.274, 0.080, -3.157)  0.08
H (5.334, 2.016, -0.153)  0.12
H (3.934, 2.891, -0.714)  0.12
H (4.050, 1.083, 1.747)  0.12
H (3.800, 2.814, 1.709)  0.11
H (1.581, 1.654, 1.993)  0.12
H (1.642, 2.494, 0.486)  0.13
H (-0.533, 0.284, 1.722)  0.10
H (-1.508, 0.026, 3.947)  0.12
H (2.783, -2.137, 3.019)  0.15
H (-3.073, -0.876, 1.481)  0.11
H (-6.360, -0.419, 0.089)  0.12
H (-5.852, -2.118, 0.098)  0.13
H (-6.241, -1.264, 2.223)  0.09



Which structure is the least stable? The one labeled #2.



#1
Entry from the OMol25 dataset: C3H2Br2 in the gas phase (ωB97M-V/def2-TZVPD).

Output
spin multiplicity: 1
HOMO-LUMO gap: 7.40 eV

Last column: Löwdin charge in e.
Atoms and positions in Å:
C (-0.097, 1.063, 0.250)  -0.64
C (0.581, -1.314, 0.284)  -0.42
C (-0.051, -0.208, -0.472)  -0.57
Br (-1.727, 1.840, 0.366)  0.74
Br (1.350, -0.734, 1.878)  0.70
H (-0.786, -0.556, -1.102)  0.07
H (0.730, -0.091, -1.204)  0.13



#2
Entry from the OMol25 dataset: 2 unconnected molecules or ions with the total composition C3H2Br2 (ωB97M-V/def2-TZVPD).

Output
spin multiplicity: 1
HOMO-LUMO gap (spin up / spin down): 7.68 / 10.13 eV

Last column: Löwdin charge in e.
Atoms and positions in Å:
C (0.230, 0.263, -1.013)  -0.04
C (-0.616, 0.499, 0.021)  -0.78
C (0.233, -0.620, 0.132)  -0.67
Br (-2.124, 1.518, 0.221)  0.79
Br (-0.255, -2.503, 0.215)  0.56
H (0.510, 0.446, -2.005)  0.09
H (2.022, 0.397, 2.429)  0.06



Which structure is the least stable? The one labeled #2.



#1
Entry from the OMol25 dataset: 2 unconnected molecules or ions with the total composition CH8NS2 (ωB97M-V/def2-TZVPD).

Output
spin multiplicity: 1
total charge: +1
HOMO-LUMO gap: 7.41 eV

Last column: Löwdin charge in e.
Atoms and positions in Å:
N (1.098, -2.124, 1.328)  0.23
H (1.034, -1.664, 2.251)  0.15
H (0.596, -1.380, 0.708)  -0.06
H (0.537, -2.972, 1.300)  0.14
H (2.024, -2.361, 0.960)  0.15
C (-1.360, 1.893, 0.133)  -0.46
S (0.275, 1.093, 0.124)  0.52
S (-0.160, -0.659, -1.051)  0.31
H (-1.684, 2.198, -0.866)  0.05
H (-2.105, 1.298, 0.689)  0.05
H (-1.191, 2.844, 0.662)  0.05
H (-0.896, -1.734, -1.409)  -0.13



#2
Entry from the OMol25 dataset: 2 unconnected molecules or ions with the total composition CH8NS2 (ωB97M-V/def2-TZVPD).

Output
spin multiplicity: 1
total charge: +1
HOMO-LUMO gap: 8.57 eV

Last column: Löwdin charge in e.
Atoms and positions in Å:
N (1.852, -0.729, -1.593)  0.28
H (1.999, -1.590, -1.075)  0.15
H (0.897, -0.548, -1.907)  0.05
H (2.503, -0.572, -2.377)  0.17
H (2.083, 0.005, -0.902)  0.12
C (-1.499, 0.130, 1.833)  -0.53
S (-0.067, 0.055, 0.841)  0.40
S (-0.849, 0.854, -0.904)  0.37
H (-2.391, -0.309, 1.391)  0.05
H (-1.361, -0.321, 2.812)  0.05
H (-1.786, 1.152, 2.102)  0.05
H (-1.381, 1.873, -0.220)  -0.15



Which structure is the least stable? The one labeled #1.



#1
Entry from the OMol25 dataset: C3H3N5 in the gas phase (ωB97M-V/def2-TZVPD).

Output
spin multiplicity: 1
HOMO-LUMO gap: 7.63 eV

Last column: Löwdin charge in e.
Atoms and positions in Å:
C (1.125, -0.011, -0.203)  -0.39
C (-1.214, -0.845, 0.199)  -0.13
C (-1.339, 0.523, 0.100)  -0.14
H (2.984, 0.724, 0.535)  0.04
H (-1.928, -1.246, 0.953)  0.12
H (-2.415, 0.888, 0.243)  0.13
N (2.411, -0.132, 0.393)  0.13
N (0.699, -1.106, -0.889)  0.09
N (-0.311, -1.659, -0.387)  0.07
N (-0.590, 1.488, -0.411)  -0.03
N (0.578, 1.375, -0.533)  0.10



#2
Entry from the OMol25 dataset: C3H3N5 in the gas phase (ωB97M-V/def2-TZVPD).

Output
spin multiplicity: 1
HOMO-LUMO gap: 8.31 eV

Last column: Löwdin charge in e.
Atoms and positions in Å:
C (-0.879, 0.017, -0.605)  -0.46
C (0.352, 0.041, -1.285)  -0.09
C (0.639, -0.685, 1.365)  -0.20
H (-2.484, -0.386, -2.003)  0.12
H (0.488, 0.374, -2.457)  0.17
H (0.575, -1.533, 1.998)  0.11
N (-2.148, 0.101, -1.023)  0.12
N (1.495, -0.004, -0.588)  0.01
N (1.458, -0.769, 0.378)  0.03
N (-0.041, 0.491, 1.550)  0.07
N (-0.656, 0.939, 0.485)  0.10



Which structure is the least stable? The one labeled #1.



#1
Entry from the OMol25 dataset: C5H8Cl2 in the gas phase (ωB97M-V/def2-TZVPD).

Output
spin multiplicity: 1
HOMO-LUMO gap (spin up / spin down): 7.36 / 7.59 eV

Last column: Löwdin charge in e.
Atoms and positions in Å:
C (-1.406, 1.289, 0.215)  -0.24
C (-0.661, 1.051, 1.371)  -0.31
C (0.918, -1.357, -1.336)  -0.21
C (-0.316, -0.195, 1.769)  -0.50
C (1.240, 0.128, -1.219)  -0.63
Cl (-0.911, -1.747, 1.172)  0.65
Cl (0.073, 1.224, -1.406)  0.91
H (-1.728, 2.323, 0.122)  0.07
H (-2.001, 0.511, -0.036)  0.01
H (-0.231, 1.756, 1.925)  0.06
H (0.203, -1.391, -2.230)  0.08
H (0.363, -1.819, -0.572)  -0.09
H (1.932, -1.957, -1.474)  0.11
H (0.318, -0.122, 2.635)  0.06
H (2.207, 0.307, -0.936)  0.01



#2
Entry from the OMol25 dataset: C5H8Cl2 in the gas phase (ωB97M-V/def2-TZVPD).

Output
spin multiplicity: 1
HOMO-LUMO gap: 9.73 eV

Last column: Löwdin charge in e.
Atoms and positions in Å:
C (0.549, -1.027, -0.740)  0.02
C (0.032, 0.739, -0.325)  -0.70
C (-0.086, -0.474, 0.524)  -0.98
C (1.167, 1.699, -0.315)  -0.13
C (-1.416, -1.035, 0.870)  -0.16
Cl (-1.406, 1.352, -1.192)  0.64
Cl (0.882, -0.406, 2.003)  0.66
H (-0.202, -1.612, -1.182)  0.06
H (1.550, -1.170, -1.086)  0.08
H (1.242, 2.156, -1.249)  0.05
H (2.175, 1.064, -0.306)  0.14
H (1.004, 2.429, 0.363)  0.04
H (-1.391, -2.131, 1.150)  0.11
H (-2.005, -1.158, -0.055)  0.06
H (-2.094, -0.427, 1.541)  0.11



Which structure is the least stable? The one labeled #1.